Record 1
{"formula": "C32H46ClN5O3PSiTb", "method": "ωB97M-V/def2-TZVPD", "s_squared": 12.57, "mol_weight_g_mol": 802.190, "charge": 0, "homo_ev": [-6.6, -6.7], "spin_multiplicity": 7, "orbital_gap_ev": [6.5521, 7.1633], "relative_energy_kcal_mol": 33.98, "elements": ["Tb", "O", "P", "N", "C", "C", "C", "C", "N", "C", "C", "C", "C", "N", "C", "C", "C", "C", "H", "H", "H", "H", "H", "H", "H", "H", "H", "H", "H", "H", "H", "H", "H", "H", "H", "H", "H", "H", "H", "H", "H", "H", "C", "N", "C", "C", "C", "O", "N", "C", "O", "H", "H", "H", "H", "H", "C", "Si", "C", "C", "C", "C", "C", "C", "C", "H", "H", "H", "H", "H", "H", "H", "H", "H", "H", "H", "Cl", "C", "C", "C", "C", "C", "C", "C", "H", "H", "H", "H", "H", "H"], "positions_angstrom": [[0.5797, -0.3190, 0.6635], [-0.8734, 1.2969, -0.2532], [-2.1820, 1.4692, -0.9940], [-3.5203, 1.4072, -0.0461], [-3.6002, 2.3877, 1.0633], [-3.3786, 1.5427, 2.3095], [-4.1577, 0.2722, 1.9803], [-3.9243, 0.0694, 0.4772], [-2.3899, 0.2717, -2.0762], [-1.4701, -0.8761, -2.2117], [-2.2089, -1.8318, -3.1534], [-3.6803, -1.4606, -2.9733], [-3.6306, 0.0557, -2.8354], [-2.1600, 2.9579, -1.6644], [-1.0870, 3.9368, -1.3863], [-1.7500, 5.3083, -1.6161], [-3.2546, 5.0284, -1.6420], [-3.3326, 3.6274, -2.2365], [-4.5898, 2.8526, 1.0758], [-2.8607, 3.1780, 0.9357], [-3.7185, 2.0312, 3.2220], [-2.3141, 1.3208, 2.4147], [-5.2200, 0.4271, 2.1804], [-3.8291, -0.5932, 2.5538], [-4.8218, -0.2808, -0.0343], [-3.1355, -0.6626, 0.3068], [-1.2904, -1.3522, -1.2434], [-0.5043, -0.5681, -2.6127], [-1.9774, -2.8659, -2.9111], [-1.9025, -1.6466, -4.1854], [-4.0684, -1.9031, -2.0525], [-4.3118, -1.7838, -3.8003], [-4.4895, 0.4750, -2.3101], [-3.5685, 0.5311, -3.8200], [-0.2411, 3.7894, -2.0584], [-0.7169, 3.8155, -0.3695], [-1.4307, 5.7240, -2.5727], [-1.4708, 6.0212, -0.8419], [-3.8100, 5.7622, -2.2257], [-3.6647, 5.0205, -0.6300], [-3.2585, 3.6665, -3.3279], [-4.2473, 3.0956, -1.9744], [2.1227, -5.0267, -3.0612], [2.2566, -3.7179, -2.4344], [3.3907, -2.9810, -2.5574], [3.5101, -1.7525, -2.0159], [2.3908, -1.2915, -1.2543], [2.3684, -0.1441, -0.6832], [1.3043, -2.0536, -1.0680], [1.1356, -3.2265, -1.7471], [0.1037, -3.8790, -1.7595], [3.0900, -5.3084, -3.4714], [1.3766, -4.9993, -3.8530], [1.8081, -5.7608, -2.3233], [4.1873, -3.4452, -3.1239], [4.4010, -1.1530, -2.1061], [3.0150, -0.1853, 4.0586], [2.2342, 0.9008, 2.7293], [1.6031, 2.4060, 3.6765], [3.6866, 1.5916, 1.7326], [4.9867, 1.0928, 1.8293], [6.0230, 1.6085, 1.0565], [5.7799, 2.6418, 0.1636], [4.4933, 3.1561, 0.0476], [3.4691, 2.6307, 0.8204], [3.7771, 0.3893, 4.5947], [3.4829, -1.0866, 3.6561], [2.2635, -0.5027, 4.7872], [2.4153, 2.8032, 4.2919], [0.7670, 2.1461, 4.3326], [1.2631, 3.2031, 3.0104], [5.2032, 0.2865, 2.5214], [7.0228, 1.2030, 1.1558], [6.5851, 3.0450, -0.4379], [4.2917, 3.9614, -0.6484], [2.4685, 3.0411, 0.7033], [3.2335, -6.1308, 1.9233], [1.9862, -4.9061, 1.9731], [2.1333, -3.8057, 2.7915], [1.1355, -2.8347, 2.8092], [-0.0159, -2.9322, 2.0159], [-0.9792, -1.8173, 1.9308], [-0.1257, -4.0727, 1.2046], [0.8523, -5.0479, 1.1839], [3.0136, -3.7034, 3.4130], [1.2513, -1.9819, 3.4669], [-1.1183, -1.3343, 2.9053], [-1.9491, -2.1378, 1.5473], [-0.9787, -4.1730, 0.5456], [0.7469, -5.9134, 0.5423]]}

=====

Record 2
{"formula": "C50H82N14O6", "method": "ωB97M-V/def2-TZVPD", "mol_weight_g_mol": 975.298, "charge": 0, "homo_ev": -7.7, "orbital_gap_ev": 8.2572, "relative_energy_kcal_mol": 26.33, "elements": ["C", "O", "N", "C", "C", "H", "H", "H", "H", "H", "H", "H", "C", "O", "N", "C", "C", "H", "H", "H", "H", "H", "H", "H", "C", "O", "N", "C", "C", "H", "H", "H", "H", "H", "H", "H", "C", "O", "N", "C", "C", "H", "H", "H", "H", "H", "H", "H", "C", "O", "N", "C", "C", "H", "H", "H", "H", "H", "H", "H", "C", "O", "N", "C", "C", "H", "H", "H", "H", "H", "H", "H", "N", "C", "C", "C", "C", "H", "H", "H", "H", "H", "N", "C", "C", "C", "C", "H", "H", "H", "H", "H", "N", "C", "C", "C", "C", "H", "H", "H", "H", "H", "N", "C", "C", "C", "C", "H", "H", "H", "H", "H", "N", "C", "C", "C", "C", "H", "H", "H", "H", "H", "N", "C", "C", "C", "C", "H", "H", "H", "H", "H", "N", "C", "C", "C", "C", "H", "H", "H", "H", "H", "N", "C", "C", "C", "C", "H", "H", "H", "H", "H"], "positions_angstrom": [[-2.4176, -1.2144, 4.6817], [-3.1526, -0.6937, 3.8537], [-1.4702, -0.5518, 5.3526], [-0.6767, -1.2014, 6.4062], [-1.0727, 0.8578, 5.0076], [-2.4635, -2.2546, 4.9884], [-0.8322, -2.2257, 6.5388], [-0.7467, -0.7295, 7.4334], [0.3902, -1.2148, 6.0827], [-1.6403, 1.1405, 4.1535], [-1.3157, 1.5017, 5.8460], [-0.0319, 0.9939, 4.8282], [-4.1442, -4.5342, -0.1610], [-4.9558, -5.4343, -0.0751], [-4.2267, -3.3532, 0.5331], [-3.0908, -2.4661, 0.6943], [-5.3189, -3.1777, 1.5362], [-3.2657, -4.6551, -0.8925], [-2.4656, -2.5898, -0.1796], [-2.4359, -2.5672, 1.5334], [-3.4257, -1.3723, 0.7793], [-6.2419, -3.7293, 1.2314], [-4.8500, -3.5223, 2.4473], [-5.4760, -2.0758, 1.5473], [1.8968, 0.7600, -4.3997], [1.9167, 1.0373, -3.2000], [2.5171, -0.3009, -4.9490], [2.1300, -0.6195, -6.3431], [3.3542, -1.2224, -4.2107], [1.3749, 1.3463, -5.2196], [3.0398, -0.6472, -6.9459], [1.3141, 0.0787, -6.5685], [1.6874, -1.6097, -6.3659], [3.7251, -0.7840, -3.2831], [2.7541, -2.0878, -3.9345], [4.2518, -1.5972, -4.7539], [-2.3544, 4.9086, 1.5800], [-2.7113, 5.8032, 0.7842], [-1.7250, 5.0366, 2.7759], [-1.1592, 3.9242, 3.4165], [-1.3147, 6.4201, 3.1292], [-2.3853, 3.8462, 1.3089], [-1.5409, 3.8091, 4.3979], [-0.0552, 4.1092, 3.4671], [-1.4274, 3.0361, 2.9029], [-1.3221, 6.5146, 4.2570], [-0.3226, 6.6437, 2.7523], [-2.0568, 7.0792, 2.7475], [-0.9764, -2.4918, -5.2768], [0.0173, -3.0653, -4.8320], [-1.5498, -1.4036, -4.6613], [-1.0228, -0.9872, -3.3174], [-2.9107, -0.9870, -5.0884], [-1.4620, -2.7995, -6.2061], [-0.0103, -1.4796, -3.3047], [-1.5197, -1.3269, -2.4540], [-0.9110, 0.1098, -3.3037], [-2.9967, 0.1016, -5.0140], [-2.9740, -1.1925, -6.1649], [-3.7602, -1.4301, -4.5506], [1.6213, -4.8253, -2.8889], [2.2017, -4.0016, -2.1841], [0.3411, -5.1813, -2.6577], [-0.4543, -5.9484, -3.6846], [-0.3825, -4.5394, -1.5704], [2.0183, -5.2840, -3.7973], [-1.1832, -5.3359, -4.2033], [-1.0361, -6.7404, -3.2401], [0.2575, -6.2497, -4.3924], [-0.4618, -5.0742, -0.6201], [0.1838, -3.6339, -1.3419], [-1.3685, -4.2242, -1.8966], [1.1598, -6.5209, 2.9847], [-0.0956, -6.0886, 3.3516], [-0.3725, -5.0478, 2.5279], [0.7185, -4.8707, 1.5996], [1.6746, -5.7665, 1.9778], [1.6636, -7.2354, 3.4596], [-0.5596, -6.5615, 4.1995], [-1.2833, -4.4820, 2.5200], [0.8132, -4.1071, 0.8422], [2.6502, -6.0319, 1.6091], [2.2990, -3.7301, 4.3306], [3.1250, -2.6927, 4.0974], [3.7742, -2.3862, 5.3220], [3.3713, -3.5010, 6.2114], [2.4274, -4.2605, 5.5477], [1.8434, -4.1921, 3.5634], [3.0534, -2.1405, 3.1818], [4.5233, -1.6298, 5.4026], [3.6824, -3.7066, 7.2236], [1.8141, -5.0451, 5.8823], [-4.4267, 3.3895, -0.4637], [-4.6834, 2.4644, 0.5385], [-4.0214, 1.3351, 0.2146], [-3.2194, 1.6448, -0.9758], [-3.6182, 2.8647, -1.4178], [-4.4356, 4.3744, -0.3215], [-5.3837, 2.7122, 1.3116], [-4.0184, 0.3814, 0.7189], [-2.5607, 0.9412, -1.4358], [-3.3425, 3.4601, -2.3055], [1.4136, 3.7622, -1.6649], [2.4325, 4.5308, -1.2808], [1.9716, 5.6756, -0.6873], [0.5431, 5.6047, -0.8512], [0.2170, 4.4266, -1.5201], [1.5449, 2.9252, -2.2068], [3.4231, 4.1112, -1.4482], [2.5754, 6.4560, -0.2186], [-0.1651, 6.3127, -0.4418], [-0.6469, 3.8604, -1.7161], [4.7254, 2.0332, 1.0716], [4.9396, 0.8256, 0.5424], [5.6950, 1.0674, -0.6331], [5.8675, 2.4558, -0.7246], [5.2578, 3.0277, 0.3536], [4.1419, 2.2123, 1.9060], [4.6954, -0.1481, 0.9342], [5.9919, 0.3222, -1.3708], [6.4294, 2.9074, -1.4681], [5.1243, 3.9904, 0.6995], [1.2265, -0.2545, -0.5236], [-0.0856, 0.1862, -0.4494], [-0.6494, -0.3216, 0.6374], [0.3560, -1.1573, 1.2627], [1.4659, -1.1271, 0.4675], [1.7686, -0.0782, -1.3590], [-0.4382, 0.9715, -1.1097], [-1.6498, -0.0964, 1.0569], [0.0874, -1.7510, 2.1340], [2.3792, -1.7304, 0.5112], [-1.7510, 5.1014, -4.7104], [-2.9444, 5.0942, -5.2670], [-3.1414, 3.9870, -6.0210], [-1.9002, 3.2651, -5.9057], [-1.0447, 4.0106, -5.0812], [-1.4587, 5.8778, -4.0882], [-3.6308, 5.8563, -5.1170], [-4.0965, 3.8337, -6.5312], [-1.5238, 2.3252, -6.2864], [-0.0474, 3.8270, -4.7535], [2.1850, 3.5284, 2.0412], [3.1667, 4.0377, 2.8323], [3.3919, 3.0915, 3.7774], [2.6401, 1.9332, 3.5119], [1.8855, 2.2884, 2.4177], [1.6487, 4.0395, 1.3344], [3.5648, 5.0610, 2.7445], [4.0770, 3.0981, 4.5992], [2.6613, 1.0651, 4.1317], [1.1863, 1.6825, 1.9092]]}

=====

Record 3
{"formula": "C4H10NSi", "method": "ωB97M-V/def2-TZVPD", "smiles": "C[C@@H]([SiH3])C#C[NH3+]", "mol_weight_g_mol": 100.217, "charge": 1, "homo_ev": -14.3, "orbital_gap_ev": 9.9452, "relative_energy_kcal_mol": 98.22, "elements": ["C", "C", "Si", "C", "C", "N", "H", "H", "H", "H", "H", "H", "H", "H", "H", "H"], "positions_angstrom": [[0.1993, -0.7858, 1.6902], [0.3216, 0.4677, 0.8270], [2.0593, 0.6586, 0.2198], [-0.6552, 0.4172, -0.2678], [-1.4608, -0.0071, -1.0654], [-2.2827, -0.0010, -2.2095], [0.4359, -1.6743, 1.2997], [-0.6824, -0.9706, 2.2350], [0.8836, -0.7825, 2.4761], [-0.1479, 1.3255, 1.4229], [3.0824, 0.9770, 1.4015], [1.8358, 1.7724, -0.6340], [2.3718, -0.6729, -0.5118], [-3.2661, 0.4306, -2.0416], [-2.3588, -1.0257, -2.6694], [-1.8835, 0.4514, -3.0165]]}